The following is a quantum chemistry calculation of a cluster of 2 separate species, C15H22N7O9P in total, from OMol25.

The geometry in XYZ format:
```
54
Properties=species:S:1:pos:R:3:forces:R:3
O 5.9899 -4.0143 2.4697 -0.369 0.018 -0.147
O -2.3779 -1.2502 -3.2756 0.176 -0.376 0.012
O -4.8792 3.1545 -0.8020 0.490 0.176 -0.289
O -1.2522 3.7310 0.7914 0.322 -0.764 -0.585
N 3.2444 -1.1196 2.2134 -0.922 -0.577 -1.428
N 3.6931 -4.1654 0.3201 0.034 0.384 0.247
O 1.4925 -0.6892 -1.0313 0.213 0.741 0.145
O -1.0787 -1.0679 0.9601 0.227 -0.069 -0.203
O 1.0170 3.7746 1.6498 1.226 -1.019 -0.076
O 0.6102 2.9776 -0.7911 -0.354 -1.606 1.746
O -0.2217 1.4550 1.3077 1.099 1.250 -0.974
C 5.1249 -3.1647 2.3102 1.519 -3.258 -1.217
C -2.7644 -0.0975 -3.1687 -0.168 -1.048 -1.335
C -4.3748 2.0441 -0.8859 -0.339 1.078 -0.418
C 4.2307 -1.1142 3.0601 -0.833 0.015 -1.038
C 2.6210 -3.6684 -0.2474 1.161 -0.171 0.892
C 4.0454 -3.2408 1.3095 -0.375 0.776 0.144
C 3.1586 -2.1926 1.3209 0.785 0.195 0.904
N 4.2577 -0.0622 3.9012 0.662 0.537 0.878
N 5.2083 -2.0654 3.1241 -1.699 1.534 0.139
N -5.0280 1.0230 -0.3109 -0.116 -1.407 0.444
N -2.6004 0.5497 -2.0185 -0.146 1.640 1.177
N 2.2449 -2.4608 0.3202 -1.301 0.703 0.025
C -3.4264 0.5916 -4.3438 0.080 -0.008 0.342
C -4.6881 -0.3970 -0.2129 0.105 0.306 -0.305
C -3.0530 1.9028 -1.6703 -0.075 -0.868 0.147
C 1.4305 1.8524 -1.1459 1.398 -0.824 -1.135
C 1.0613 -1.6902 -0.0948 0.522 0.092 0.147
C 0.8148 0.5272 -0.7174 -0.727 0.084 0.388
C 0.3496 -0.9510 1.0506 -0.845 0.520 1.171
C 0.7153 0.5001 0.7994 0.880 -0.358 -0.226
P 0.0101 2.9727 0.7335 -3.177 1.104 -0.266
H -1.4704 -0.3848 1.5399 0.351 -0.417 -0.313
H 0.7552 4.6722 1.4076 0.191 0.514 0.430
H 2.0951 -4.1487 -1.0675 -0.031 0.332 0.225
H 3.5868 0.6542 3.6439 0.384 -0.131 0.215
H 5.1717 0.2342 4.2218 -0.368 0.161 0.032
H 5.8034 -2.1336 3.9366 0.184 -0.131 -0.198
H -5.8856 1.3117 0.1357 0.135 0.148 -0.082
H -2.1672 0.0038 -1.2895 -0.045 -0.140 -0.021
H -4.4206 0.9309 -4.0593 -0.067 0.216 -0.089
H -2.8167 1.4375 -4.6549 -0.122 0.186 -0.077
H -3.5060 -0.1176 -5.1665 0.068 0.032 0.190
H -3.6943 -0.5233 0.2177 -0.071 -0.204 -0.008
H -5.4097 -0.9028 0.4302 0.054 0.203 -0.028
H -4.7229 -0.8643 -1.1989 0.102 -0.160 0.159
H -2.2805 2.3638 -1.0623 -0.009 0.249 0.177
H -3.1419 2.5103 -2.5697 -0.135 -0.042 0.110
H 2.4256 1.9562 -0.6983 -0.057 0.061 0.008
H 1.5632 1.8390 -2.2330 -0.137 0.362 0.189
H 0.3365 -2.3620 -0.5682 0.277 -0.043 -0.024
H -0.1800 0.4698 -1.1633 -0.203 0.172 0.085
H 0.6820 -1.2893 2.0371 0.043 -0.078 -0.209
H 1.7009 0.6978 1.2355 0.002 -0.091 -0.079
```
Positions in Å, forces in eV/Å.

Computed properties:
Energy, eV: -54062.574
Max |F|, eV/Å: 3.80
Lowest unoccupied orbital energy, eV: -0.010
Orbital gap, eV: 8.617
Structure (SMILES): Nc1nc2c(ncn2[C@@H]2O[C@@H]3CO[P@](=O)(O)O[C@H]3[C@H]2O)c(=O)[nH]1.CNC(=O)CNC(C)=O
HOMO energy, eV: -8.627
2S+1: 1

In elementary charge units, the natural (NBO) charges are: O -0.590; O -0.640; O -0.623; O -1.097; N -0.602; N -0.394; O -0.499; O -0.722; O -0.974; O -0.761; O -0.772; C 0.632; C 0.674; C 0.654; C 0.612; C 0.195; C -0.073; C 0.327; N -0.789; N -0.600; N -0.613; N -0.626; N -0.377; C -0.716; C -0.409; C -0.328; C -0.085; C 0.243; C 0.034; C 0.055; C 0.028; P 2.510; H 0.491; H 0.522; H 0.217; H 0.413; H 0.392; H 0.432; H 0.409; H 0.407; H 0.228; H 0.227; H 0.248; H 0.190; H 0.214; H 0.205; H 0.252; H 0.241; H 0.185; H 0.215; H 0.224; H 0.190; H 0.210; H 0.215